Entry 1:
12
Properties=species:S:1:pos:R:3 method="wB97M-V/def2-TZVPD" orbital_gap_ev=8.53
S -2.05 0.68 1.29
S 0.70 1.74 -1.31
S 2.48 0.96 0.90
O 1.86 -2.13 0.14
N -0.20 -2.04 -0.97
C 0.80 -1.97 -0.32
C 1.02 0.75 0.10
H -3.12 1.34 1.95
H -0.92 -1.41 -1.07
H -1.28 1.72 1.35
H -0.46 0.94 -1.64
H 2.45 0.06 1.84

Entry 2:
9
Properties=species:S:1:pos:R:3 method="wB97M-V/def2-TZVPD" orbital_gap_ev=6.13 total_charge=-1
S -0.76 0.01 1.49
S 2.22 -0.17 -1.42
S -1.01 -0.96 -0.33
C -1.09 1.72 0.96
H -2.05 1.74 0.43
H 0.99 -0.32 -0.74
H -1.15 2.37 1.83
H -0.31 2.02 0.26
H 1.87 0.85 -2.22

Entry 3:
10
Properties=species:S:1:pos:R:3 method="wB97M-V/def2-TZVPD" orbital_gap_ev=11.51
O 1.96 0.27 0.88
O 0.62 1.02 -0.84
O 0.83 -1.17 -0.50
C -0.58 0.85 -0.13
C 1.29 0.03 -0.08
C -0.46 -0.88 0.07
H -1.46 1.20 -0.70
H -0.50 1.38 0.83
H -0.45 -1.45 1.03
H -1.24 -1.23 -0.58

Entry 4:
13
Properties=species:S:1:pos:R:3 method="wB97M-V/def2-TZVPD" orbital_gap_ev=6.57
S 2.46 0.16 -0.05
N -0.82 0.23 -0.53
C -0.44 1.22 0.58
C -0.48 -1.21 -0.26
H 3.15 -0.97 0.03
H 0.54 -1.50 -0.52
H 0.47 1.70 0.20
H -0.20 0.78 1.54
H -1.18 2.01 0.60
H -0.18 0.51 -1.29
H -0.29 -1.26 0.82
H -1.23 -1.85 -0.71
H -1.82 0.18 -0.40

Entry 5:
53
Properties=species:S:1:pos:R:3 method="wB97M-V/def2-TZVPD" orbital_gap_ev="7.86 / 3.79" total_charge=+3 spin_multiplicity=5
Ru 0.03 0.32 1.48
Cl -1.95 1.57 1.85
S -0.68 -1.75 2.45
P -0.28 0.35 -0.74
O 2.83 -0.69 1.27
N 1.56 -2.73 3.67
N 0.37 -1.43 4.94
C 1.72 -0.31 1.31
C 0.59 1.84 -1.40
C -4.30 -0.31 -1.08
C -2.02 0.48 -1.28
C -0.48 -1.82 -2.59
C 1.76 -1.17 -1.92
C 1.45 -2.80 -3.68
C -4.69 0.57 -2.10
C 0.88 2.90 -0.54
C 2.22 -2.65 4.89
C 1.48 -1.84 5.69
C -3.75 1.43 -2.67
C 0.43 -1.99 3.71
C 2.29 -2.06 -2.85
C 0.06 -2.68 -3.54
C 1.68 3.96 -0.99
C 1.00 1.89 -2.74
C -2.97 -0.36 -0.68
C -2.42 1.40 -2.25
C 2.08 4.01 -2.33
C 0.37 -1.00 -1.82
C 1.73 2.98 -3.21
C -0.66 -0.47 5.34
H -1.56 -1.75 -2.47
H -0.60 -3.26 -4.19
H -1.64 -0.97 5.41
H 2.02 3.02 -4.26
H 2.68 4.85 -2.69
H -4.05 2.13 -3.45
H 1.98 4.74 -0.30
H 0.76 1.07 -3.42
H 0.49 2.88 0.49
H 2.42 -0.58 -1.29
H -0.74 0.32 4.59
H 3.16 -3.15 5.07
H 1.63 -1.50 6.70
H 0.36 1.13 2.97
H -0.38 -0.05 6.30
H 1.87 -3.47 -4.44
H 1.88 -3.22 2.84
H 3.38 -2.17 -2.93
H 1.16 1.61 2.42
H -5.03 -0.97 -0.61
H -1.69 2.09 -2.68
H -2.67 -1.01 0.14
H -5.73 0.59 -2.43

Entry 6:
9
Properties=species:S:1:pos:R:3 method="wB97M-V/def2-TZVPD" orbital_gap_ev=7.48 smiles="NC(=S)C(O)=S"
S -2.22 0.02 -0.30
S 1.99 -0.63 -0.29
O -0.80 -2.11 0.01
N 0.39 1.50 0.00
C -0.83 -0.69 -0.05
C 0.44 0.13 -0.09
H 0.05 -2.46 0.34
H -0.32 2.17 0.36
H 1.31 2.07 0.01

Entry 7:
80
Properties=species:S:1:pos:R:3 method="wB97M-V/def2-TZVPD" orbital_gap_ev=6.58 total_charge=-1
Ba -0.96 0.13 -0.39
S -3.61 2.74 -4.01
S 1.25 1.26 1.84
S 1.75 -0.72 -4.58
F -4.90 0.93 -0.87
F -4.21 1.90 1.02
O 1.94 0.65 0.71
O -2.51 -1.57 -2.05
O -2.34 -2.08 0.90
O 0.62 0.32 2.75
N 0.21 2.26 1.18
N 5.40 4.27 4.84
N 2.71 -0.29 -2.08
N -1.67 2.08 -2.48
N -3.31 3.37 -1.38
N -0.41 3.19 3.25
N -1.67 3.54 1.26
N 0.69 0.73 -2.76
C 1.32 -3.24 -1.04
C -0.63 3.00 1.94
C -2.30 1.83 -4.69
C 3.43 2.86 4.82
C -2.66 -2.83 -1.41
C -1.48 -3.01 1.54
C 2.24 -4.40 -1.04
C 4.44 3.53 4.14
C -1.37 1.59 -3.73
C 1.71 -0.04 -2.98
C -3.25 -2.68 -0.02
C 2.48 2.14 2.75
C 4.46 3.50 2.74
C 2.45 2.17 4.13
C -2.39 4.52 3.30
C 3.48 2.81 2.05
C -3.67 -1.16 -2.75
C 2.43 -4.91 -2.47
C -2.81 2.71 -2.46
C 0.26 0.08 -4.94
C 1.66 -5.52 -0.17
C -2.53 4.27 1.95
C -3.92 0.75 0.20
C -1.29 3.94 3.90
C 0.55 -2.28 -1.01
C -0.14 0.81 -3.87
C 3.61 -3.98 -0.47
H -2.07 -3.82 1.99
H -4.26 3.10 -1.16
H 4.06 -3.20 -1.09
H -3.56 -3.66 0.36
H 3.12 -5.77 -2.49
H -4.56 -1.15 -2.11
H 6.27 4.40 4.34
H -0.74 -3.41 0.85
H 2.78 -1.29 -1.89
H -2.71 3.25 -0.56
H -3.30 -3.48 -2.01
H 1.53 -5.18 0.86
H -0.24 -0.05 -5.88
H 4.29 -4.84 -0.43
H -3.11 5.12 3.85
H -1.65 -3.26 -1.35
H 3.41 2.89 5.91
H -4.42 -0.04 0.79
H 1.48 -5.22 -2.89
H 2.50 0.16 -1.19
H 3.49 -3.58 0.54
H -3.37 4.66 1.39
H -4.12 -2.02 -0.05
H 3.50 2.77 0.97
H 1.66 1.66 4.65
H 2.84 -4.13 -3.11
H -3.51 -0.15 -3.11
H -2.31 1.52 -5.71
H -3.83 -1.83 -3.61
H -0.97 -2.46 2.34
H 2.33 -6.39 -0.16
H 5.24 4.03 2.21
H 0.69 -5.84 -0.56
H -1.10 4.09 4.97
H 5.56 3.95 5.78